{
  "formula": "C18H18N2O3",
  "method": "wB97M-V/def2-TZVPD",
  "relative_energy_kcal_mol": 26.2,
  "lumo_energy_ev": 0.579,
  "smiles": "CCOc1cccc(OCCn2cnc3ccccc3c2=O)c1",
  "symbols": ["C", "C", "O", "C", "C", "C", "C", "C", "O", "C", "C", "N", "C", "N", "C", "C", "C", "C", "C", "C", "C", "O", "C", "H", "H", "H", "H", "H", "H", "H", "H", "H", "H", "H", "H", "H", "H", "H", "H", "H", "H"],
  "positions_angstrom": [[0.56498, 1.23394, 4.77070], [1.27474, 0.70469, 3.53446], [0.81004, 1.44786, 2.42502], [1.20935, 1.08775, 1.18018], [2.12309, 0.07888, 0.89335], [2.44540, -0.18961, -0.42537], [1.86372, 0.50329, -1.46794], [0.92607, 1.49371, -1.18597], [0.28603, 2.24044, -2.15316], [-0.18275, 1.56273, -3.29800], [-1.56827, 0.92906, -3.04794], [-1.56748, 0.18577, -1.80500], [-2.18563, 0.67726, -0.69943], [-2.14459, 0.17417, 0.47217], [-1.36824, -0.94045, 0.65897], [-1.22777, -1.46781, 1.94645], [-0.43667, -2.57460, 2.15171], [0.22385, -3.18555, 1.08585], [0.09042, -2.68391, -0.18821], [-0.70356, -1.55834, -0.41492], [-0.81445, -0.99123, -1.75290], [-0.31299, -1.44680, -2.76179], [0.62392, 1.79583, 0.13275], [-0.50951, 1.12811, 4.65087], [0.88549, 0.68011, 5.64856], [0.79448, 2.28682, 4.90804], [2.36264, 0.82305, 3.63963], [1.04797, -0.36104, 3.39286], [2.58822, -0.49519, 1.67802], [3.16685, -0.96234, -0.64414], [2.14018, 0.26500, -2.48244], [0.50914, 0.78202, -3.62161], [-0.26928, 2.31445, -4.08622], [-2.33353, 1.70379, -2.98282], [-1.79464, 0.24579, -3.87067], [-2.76915, 1.57810, -0.84412], [-1.74477, -0.98001, 2.75742], [-0.32481, -2.97830, 3.14813], [0.84067, -4.05343, 1.26489], [0.59155, -3.13490, -1.03114], [-0.08662, 2.57384, 0.35918]]
}

=====

{
  "formula": "C18H18N5OPt",
  "method": "wB97M-V/def2-TZVPD",
  "relative_energy_kcal_mol": 0.0,
  "lumo_energy_ev": -3.988,
  "charge": 1,
  "symbols": ["Pt", "C", "C", "N", "N", "C", "O", "C", "C", "C", "C", "C", "C", "C", "C", "C", "C", "C", "N", "H", "H", "H", "H", "H", "H", "H", "H", "H", "H", "H", "H", "C", "C", "N", "C", "C", "N", "H", "H", "H", "H", "H", "H"],
  "positions_angstrom": [[-0.10977, -0.18052, 0.83487], [-2.56714, -2.30600, -1.82357], [-1.83161, -1.77361, -0.64831], [-0.96908, -0.79114, -0.76043], [-0.69566, -0.17976, -1.90609], [0.20272, 0.79546, -1.72138], [0.66898, 1.10209, -0.55534], [0.65214, 1.54132, -2.89578], [1.54481, 2.60360, -2.74874], [1.99869, 3.28301, -3.86301], [1.57034, 2.91119, -5.13055], [0.68041, 1.85504, -5.28366], [0.21949, 1.17193, -4.17489], [-1.93127, -2.27992, 0.69073], [-2.79668, -3.31653, 1.04930], [-2.78772, -3.81793, 2.33098], [-1.87539, -3.29904, 3.24506], [-1.06568, -2.25700, 2.85412], [-1.10951, -1.71404, 1.63580], [-2.21755, -1.81170, -2.72433], [-3.64164, -2.13520, -1.72505], [-2.40916, -3.38221, -1.91631], [1.87160, 2.88551, -1.75677], [2.69325, 4.10540, -3.75391], [1.92948, 3.44446, -6.00068], [0.35273, 1.56330, -6.27246], [-0.47068, 0.34850, -4.27345], [-3.46444, -3.70723, 0.29460], [-3.47026, -4.60494, 2.62022], [-1.79572, -3.70103, 4.24402], [-0.34508, -1.83460, 3.54025], [2.97184, 1.25495, 1.57909], [1.93669, 1.17940, 2.64051], [0.72985, 0.63765, 2.53982], [0.08858, 0.83489, 3.74892], [0.91959, 1.49976, 4.58548], [2.07904, 1.69662, 3.87341], [2.84825, 0.43608, 0.87600], [3.97252, 1.21761, 2.00653], [2.86042, 2.18555, 1.02064], [-0.92936, 0.53043, 3.91594], [0.79974, 1.82104, 5.60426], [2.89223, 2.18761, 4.20420]]
}

=====

{
  "formula": "C18H18N8O2S2Ti",
  "method": "wB97M-V/def2-TZVPD",
  "lumo_energy_ev": -7.713,
  "charge": 2,
  "symbols": ["Ti", "C", "C", "N", "N", "C", "N", "S", "C", "C", "C", "C", "C", "N", "H", "H", "H", "H", "H", "H", "H", "H", "H", "N", "C", "C", "C", "C", "C", "C", "S", "O", "O", "N", "C", "N", "C", "C", "C", "N", "H", "H", "H", "H", "H", "H", "H", "H", "H"],
  "positions_angstrom": [[-0.30833, 0.26094, 0.09996], [3.91670, 1.23513, 0.72243], [2.49231, 1.15645, 0.31921], [1.67793, 0.22076, 0.69536], [2.22754, -0.73007, 1.54216], [1.41684, -1.72576, 1.76476], [1.80582, -2.67126, 2.62443], [-0.18360, -1.92640, 1.07412], [1.90798, 2.16058, -0.59114], [2.64137, 3.18516, -1.13712], [2.00628, 4.07782, -1.99943], [0.66609, 3.90651, -2.27263], [-0.00966, 2.84708, -1.68914], [0.59431, 1.98087, -0.86536], [4.11072, 0.61847, 1.59068], [4.19801, 2.26760, 0.92517], [4.54243, 0.87583, -0.10146], [2.70855, -2.59368, 3.06470], [1.21232, -3.44586, 2.86167], [3.69043, 3.28746, -0.90565], [2.56299, 4.89126, -2.44572], [0.13186, 4.57392, -2.93379], [-1.05784, 2.67563, -1.88252], [-4.78400, 6.38999, 0.86511], [-4.30399, 5.14116, 0.75344], [-2.97206, 4.84567, 1.13216], [-2.48412, 3.57174, 1.03316], [-3.31924, 2.55441, 0.54804], [-4.64848, 2.82654, 0.16952], [-5.12765, 4.10286, 0.26571], [-2.85304, 0.95210, 0.37198], [-1.62699, 0.74947, 1.32275], [-3.92349, 0.04316, 0.54551], [-1.98263, 0.77967, -0.97756], [-1.84236, -0.39689, -1.74790], [-0.55652, -0.75723, -1.69088], [-0.17253, -1.84587, -2.38561], [-1.09397, -2.51871, -3.14093], [-2.41513, -2.06265, -3.10816], [-2.80216, -0.99558, -2.40593], [-4.23251, 7.12871, 1.26445], [-5.74202, 6.60218, 0.64739], [-2.34640, 5.63166, 1.53505], [-1.47744, 3.36680, 1.37123], [-5.29646, 2.03218, -0.17762], [-6.15252, 4.31406, -0.01060], [0.86326, -2.14571, -2.31149], [-0.81214, -3.38538, -3.71994], [-3.18894, -2.57684, -3.66592]]
}

=====

{
  "formula": "C18H19BF3Rb2",
  "method": "wB97M-V/def2-TZVPD",
  "spin_multiplicity": 2,
  "lumo_energy_ev": [-5.869, -10.229],
  "charge": 2,
  "symbols": ["Rb", "Rb", "B", "H", "H", "H", "H", "F", "C", "C", "C", "C", "C", "C", "H", "H", "H", "H", "H", "F", "C", "C", "C", "C", "C", "C", "H", "H", "H", "H", "H", "F", "C", "C", "C", "C", "C", "C", "H", "H", "H", "H", "H"],
  "positions_angstrom": [[4.39202, 0.24658, 1.50673], [0.89642, 2.09882, 3.41732], [1.29032, -0.49489, 1.86586], [1.48690, -1.38213, 1.28414], [0.22240, -0.36785, 1.95340], [1.76226, -0.56459, 2.83367], [1.69502, 0.32600, 1.29438], [0.72270, -8.04998, 0.32823], [0.81712, -6.88701, 0.95897], [0.99654, -6.82278, 2.32339], [0.87285, -5.60694, 2.96496], [0.76085, -4.45833, 2.16665], [0.75832, -4.47598, 0.77761], [0.74374, -5.73671, 0.16827], [1.26767, -7.69138, 2.90513], [0.90718, -5.60908, 4.04441], [0.70136, -3.50913, 2.67838], [0.57647, -3.55024, 0.25192], [0.69509, -5.81018, -0.90813], [-4.31668, 2.52751, -3.60179], [-3.72032, 1.94356, -2.54399], [-4.51389, 0.95634, -1.87257], [-3.88303, 0.27553, -0.86504], [-2.57791, 0.56751, -0.48785], [-1.81125, 1.46460, -1.19490], [-2.38875, 2.15251, -2.26688], [-5.51003, 0.76091, -2.24125], [-4.47071, -0.44579, -0.31666], [-2.13838, -0.12836, 0.21142], [-0.80380, 1.69507, -0.88133], [-1.83378, 2.87567, -2.84606], [2.08954, 6.75784, 0.24046], [1.67086, 5.61550, -0.44459], [2.11073, 4.37673, -0.05440], [1.73935, 3.24252, -0.74974], [0.92567, 3.27479, -1.82764], [0.55716, 4.52285, -2.30570], [0.89390, 5.65999, -1.59923], [2.79524, 4.26279, 0.77316], [2.11277, 2.29519, -0.38985], [0.74289, 2.34480, -2.34545], [0.03045, 4.68654, -3.23423], [0.73453, 6.66140, -1.97097]]
}